This record from OMol25 describes a structure of composition C3H2NO5S in a non-equilibrium geometry. The level of theory is ωB97M-V with the def2-TZVPD basis set.

Computed properties:
ΔE to the lowest compared entry with this formula, charge and spin	30.11	kJ/mol
HOMO level	-5.726	eV
charge	-1
frontier orbital gap	9.47	eV
E	-944.7379	a.u.

Last column: natural (NBO) charge in e.
CARTESIAN COORDINATES (ANGSTROEM)
C  -0.27705  -0.90185  0.97054  0.722
C  0.18914  -0.91708  -0.97094  0.665
C  -0.81447  -0.17655  -0.25812  -0.702
N  0.74649  -1.43499  0.16034  -0.661
O  -0.90544  2.07633  1.06069  -0.989
O  -0.65965  -1.08348  2.06668  -0.547
O  0.71777  -0.90372  -2.04715  -0.568
O  1.34285  1.25624  0.35426  -1.017
O  -0.16864  2.11223  -1.31692  -0.989
S  -0.05373  1.55081  -0.01046  2.408
H  -1.91665  -0.00070  -0.35201  0.258
H  1.79938  -1.57724  0.34309  0.419